(i)
3 unconnected molecules or ions with the total composition CH8N2O, computed with the ωB97M-V functional and the def2-TZVPD basis.

Computed properties:
LUMO energy (eV): -4.461
M (g mol⁻¹): 64.088

The geometry in XYZ format:
```
12
CH8N2O, DFT the ωB97M-V functional and the def2-TZVPD basis
O -2.847 -0.467 0.513
N -1.037 0.678 -0.798
N 2.577 -0.028 0.079
C -0.025 -0.109 -0.055
H -3.178 -0.777 1.396
H 3.168 -0.771 -0.111
H 0.010 -1.140 -0.370
H 3.225 0.693 0.302
H -0.144 0.059 0.951
H -1.959 0.406 -0.368
H -0.883 1.491 -1.483
H 1.093 -0.034 -0.057
```

=====

(ii)
A molecular structure, CH8N2O, computed with the ωB97M-V functional and the def2-TZVPD basis.

Computed properties:
LUMO energy (eV): 0.323
M (g mol⁻¹): 64.088

The geometry in XYZ format:
```
12
CH8N2O, DFT the ωB97M-V functional and the def2-TZVPD basis
O 2.704 -0.218 -0.695
N -2.056 0.745 0.135
N 0.646 -0.483 0.777
C -0.339 -0.042 -0.277
H -2.823 0.457 -0.456
H -0.848 -0.610 -1.029
H -2.059 0.398 1.077
H 1.943 -0.374 0.011
H 2.726 0.733 -0.832
H -0.428 0.070 0.930
H 0.231 0.683 -0.827
H 0.302 -1.358 1.185
```

=====

Short version: (ii) is the most stable of them.